[1]
Formula: C31H55N7O4
Source: the Open Molecules 2025 dataset
Level of theory: wB97M-V/def2-TZVPD

Its LUMO energy is 0.32 eV. The energy relative to the best compared isomer or geometry (same formula, charge and spin) is 0.0 kcal/mol. Its SMILES is CC(=O)OCCCCNC(=O)O.CCCC#N.CCCC#N.CCCC#N.CCCC#N.CCCC#N.CCCC#N.

Structure (XYZ):
```
97
C31H55N7O4 wB97M-V/def2-TZVPD
C 2.8778 1.8376 0.7688
C 1.5632 1.9147 1.4672
O 0.8394 0.9772 1.6780
O 1.2817 3.1803 1.8882
C 0.0517 3.7552 1.3981
C -1.2165 3.1760 2.0089
C -2.3271 3.0273 0.9730
C -3.6536 2.6109 1.6143
N -3.9345 1.1874 1.3212
C -4.7921 0.4961 2.1363
O -4.6028 -0.5947 2.6030
O -5.9828 1.1814 2.2824
H 3.6760 1.9275 1.5081
H 2.9965 2.6424 0.0481
H 2.9694 0.8626 0.2975
H 0.1443 4.8153 1.6229
H 0.0348 3.6446 0.3140
H -0.9966 2.2108 2.4620
H -1.5661 3.8330 2.8101
H -2.4749 3.9726 0.4493
H -2.0317 2.2590 0.2610
H -4.4666 3.2176 1.2310
H -3.6109 2.7566 2.6980
H -3.0761 0.6523 1.2452
H -6.1348 1.3157 3.2253
C 2.7792 -1.0529 3.4553
C 2.2639 -2.0485 2.4298
C 3.3916 -2.7903 1.6989
C 4.2600 -1.8669 0.9739
N 4.8855 -1.0752 0.4244
H 3.3539 -0.2493 2.9907
H 1.9456 -0.5962 3.9866
H 3.4148 -1.5464 4.1922
H 1.6341 -1.5330 1.7017
H 1.6465 -2.7997 2.9240
H 2.9868 -3.5096 0.9843
H 4.0053 -3.3480 2.4107
C -7.8514 4.0183 -2.4574
C -7.0692 2.8543 -1.8651
C -6.6488 3.0841 -0.4080
C -5.7820 4.2521 -0.2768
N -5.0886 5.1620 -0.1733
H -7.2561 4.9305 -2.4867
H -8.1548 3.8009 -3.4804
H -8.7541 4.2178 -1.8756
H -6.1739 2.6632 -2.4617
H -7.6714 1.9441 -1.8954
H -6.1131 2.2185 -0.0149
H -7.5251 3.2394 0.2245
C 5.2840 -5.4069 7.5403
C 5.7834 -4.9417 6.1796
C 5.1258 -3.6340 5.7221
C 3.6763 -3.7650 5.5912
N 2.5397 -3.8934 5.4890
H 4.2139 -5.6165 7.5164
H 5.7963 -6.3180 7.8472
H 5.4624 -4.6484 8.3049
H 5.6007 -5.7126 5.4289
H 6.8616 -4.7780 6.2103
H 5.5243 -3.3150 4.7570
H 5.3267 -2.8332 6.4371
C -4.0141 3.4793 -5.9499
C -5.3344 2.9001 -6.4395
C -6.2796 3.9687 -7.0024
C -6.6243 4.9706 -5.9972
N -6.8991 5.7228 -5.1748
H -4.1721 4.1848 -5.1331
H -3.3572 2.6894 -5.5862
H -3.4935 4.0047 -6.7529
H -5.8384 2.3775 -5.6239
H -5.1550 2.1641 -7.2251
H -7.2074 3.5185 -7.3581
H -5.8174 4.4818 -7.8483
C 5.6528 -5.0225 -3.5794
C 5.1465 -4.5131 -2.2370
C 6.2754 -4.2658 -1.2294
C 7.0213 -5.4842 -0.9259
N 7.5838 -6.4554 -0.6839
H 6.1558 -5.9841 -3.4703
H 4.8283 -5.1542 -4.2798
H 6.3605 -4.3198 -4.0232
H 4.4388 -5.2269 -1.8101
H 4.6115 -3.5707 -2.3710
H 5.8728 -3.8756 -0.2940
H 6.9736 -3.5216 -1.6170
C 2.5277 -0.7270 -2.1444
C 1.2070 -1.4460 -1.9040
C -0.0046 -0.6346 -2.3811
C -0.1099 0.6371 -1.6723
N -0.1725 1.5959 -1.0448
H 2.5690 0.2137 -1.5936
H 3.3708 -1.3349 -1.8161
H 2.6667 -0.5036 -3.2042
H 1.0859 -1.6637 -0.8410
H 1.1974 -2.4021 -2.4303
H -0.9327 -1.1835 -2.2140
H 0.0684 -0.4255 -3.4505
```

In elementary charge units, the Mulliken charges are:
1. C -0.675
2. C 0.724
3. O -0.444
4. O -0.431
5. C -0.814
6. C -0.160
7. C -0.557
8. C -0.261
9. N -0.130
10. C 0.471
11. O -0.579
12. O -0.420
13. H 0.348
14. H 0.395
15. H -0.207
16. H 0.424
17. H 0.414
18. H 0.245
19. H 0.341
20. H 0.350
21. H 0.010
22. H 0.012
23. H 0.371
24. H 0.194
25. H 0.312
26. C -1.065
27. C -0.165
28. C -0.276
29. C 0.221
30. N -0.580
31. H 0.256
32. H 0.378
33. H 0.093
34. H -0.060
35. H 0.426
36. H 0.407
37. H 0.326
38. C -1.223
39. C -0.555
40. C 0.158
41. C 0.362
42. N -0.578
43. H 0.382
44. H 0.323
45. H 0.325
46. H 0.254
47. H 0.349
48. H -0.051
49. H 0.340
50. C -1.164
51. C -0.519
52. C -0.237
53. C 0.216
54. N -0.497
55. H 0.347
56. H 0.348
57. H 0.298
58. H 0.295
59. H 0.336
60. H 0.266
61. H 0.355
62. C -1.157
63. C -0.324
64. C -0.447
65. C 0.274
66. N -0.457
67. H 0.347
68. H 0.293
69. H 0.351
70. H 0.228
71. H 0.305
72. H 0.282
73. H 0.319
74. C -1.299
75. C 0.016
76. C 0.055
77. C 0.156
78. N -0.439
79. H 0.355
80. H 0.366
81. H 0.326
82. H 0.312
83. H -0.031
84. H -0.153
85. H 0.337
86. C -0.653
87. C -0.001
88. C -0.629
89. C 0.212
90. N -0.384
91. H 0.081
92. H -0.094
93. H 0.412
94. H -0.002
95. H 0.365
96. H 0.306
97. H 0.349

[2]
Formula: C9H14OS
Source: the Open Molecules 2025 dataset
Level of theory: wB97M-V/def2-TZVPD

Its LUMO energy is 0.75 eV. The energy relative to the best compared isomer or geometry (same formula, charge and spin) is 9.6 kcal/mol. Its SMILES is Cc1ccc(O)cc1.CSC.

Structure (XYZ):
```
25
C9H14OS wB97M-V/def2-TZVPD
C 2.8596 -0.8062 1.0408
C 1.3707 -1.0787 1.0465
C 0.7317 -1.5142 -0.0920
C -0.6540 -1.7676 -0.0604
C -1.2644 -1.7459 1.1775
O -2.5247 -2.2745 1.3787
C -0.6537 -1.2516 2.3296
C 0.6969 -0.9462 2.2714
H 3.0324 0.2383 1.3396
H 3.2539 -0.7212 0.0181
H 3.4747 -1.4426 1.6663
H 1.2772 -1.7394 -1.0018
H -1.2621 -1.9079 -0.9403
H -2.9905 -2.3422 0.5409
H -1.2823 -1.1257 3.1918
H 1.3172 -0.7901 3.1401
C -1.5564 2.9386 -1.6402
S -0.1414 2.2466 -2.5154
C 1.0207 2.2389 -1.1456
H -1.3207 3.8027 -1.0065
H -2.2089 3.3851 -2.3778
H -2.0282 2.1762 -1.0452
H 1.9189 1.7303 -1.4901
H 0.6455 1.7027 -0.2951
H 1.2259 3.2460 -0.7835
```

In elementary charge units, the Mulliken charges are:
1. C -1.544
2. C 0.691
3. C -0.556
4. C -0.543
5. C 0.758
6. O -0.524
7. C -0.558
8. C -0.534
9. H 0.347
10. H 0.350
11. H 0.386
12. H 0.340
13. H 0.300
14. H 0.294
15. H 0.411
16. H 0.391
17. C -0.822
18. S -0.084
19. C -0.787
20. H 0.273
21. H 0.324
22. H 0.248
23. H 0.258
24. H 0.183
25. H 0.398

[3]
Formula: C15H22BrNO
Source: the Open Molecules 2025 dataset
Level of theory: wB97M-V/def2-TZVPD

Its LUMO energy is 0.86 eV. The energy relative to the best compared isomer or geometry (same formula, charge and spin) is 5.3 kcal/mol. Its SMILES is Brc1ccccc1OCCCCCN1CCCC1.

Structure (XYZ):
```
40
C15H22BrNO wB97M-V/def2-TZVPD
Br -4.8610 2.3117 -3.0804
C -3.6530 2.7177 -1.6732
C -3.8015 3.8756 -0.9399
C -2.9079 4.1513 0.0826
C -1.8823 3.2640 0.3496
C -1.7365 2.1014 -0.3896
C -2.6232 1.8050 -1.4194
O -2.5883 0.7234 -2.2302
C -1.6420 -0.3040 -2.0172
C -2.0271 -1.2115 -0.8458
C -1.0889 -2.4140 -0.6822
C -0.0051 -2.2348 0.3827
C 1.0493 -1.1896 0.0254
N 2.0175 -1.0352 1.0854
C 2.8591 0.1404 0.9522
C 3.9656 -0.1196 1.9639
C 4.2492 -1.6077 1.7534
C 2.9005 -2.1803 1.2887
H -4.6098 4.5528 -1.1681
H -3.0176 5.0536 0.6630
H -1.1817 3.4703 1.1446
H -0.9256 1.4306 -0.1553
H -1.6622 -0.8799 -2.9470
H -0.6379 0.1163 -1.8963
H -3.0438 -1.5612 -1.0375
H -2.0528 -0.6338 0.0801
H -1.6854 -3.2825 -0.3977
H -0.6195 -2.6432 -1.6417
H 0.4923 -3.1952 0.5291
H -0.4628 -1.9534 1.3326
H 1.5281 -1.4617 -0.9365
H 0.5710 -0.2161 -0.1014
H 3.2822 0.2386 -0.0641
H 2.2792 1.0393 1.1737
H 4.8413 0.5057 1.8022
H 3.5846 0.0536 2.9699
H 5.0030 -1.7388 0.9763
H 4.6090 -2.0905 2.6596
H 3.0239 -2.7628 0.3632
H 2.4598 -2.8353 2.0454
```

In elementary charge units, the Mulliken charges are:
1. Br -0.154
2. C -0.158
3. C -0.343
4. C -0.611
5. C -0.720
6. C -0.040
7. C 0.642
8. O -0.358
9. C -0.772
10. C -0.402
11. C -0.927
12. C -0.566
13. C 0.070
14. N 0.059
15. C -0.700
16. C -0.607
17. C -0.631
18. C -0.552
19. H 0.394
20. H 0.370
21. H 0.379
22. H 0.295
23. H 0.404
24. H 0.399
25. H 0.377
26. H 0.335
27. H 0.336
28. H 0.401
29. H 0.413
30. H 0.287
31. H 0.202
32. H -0.282
33. H 0.332
34. H 0.322
35. H 0.361
36. H 0.282
37. H 0.281
38. H 0.299
39. H 0.261
40. H 0.324